DFT (ωB97M-V/def2-TZVPD) results for a 8-piece molecular cluster, C36H91N5O3 overall.

SMILES: CCN(CC)CC.CCN(CC)CC.CCN(CC)CC.CCN(CC)CC.CCN(CC)CC.C1CCOC1.CO.CO
E_tot: -1925.4137 Eh
HOMO energy: -7.982 eV
Gap between HOMO and LUMO: 8.23 eV
Max |F|: 3.68 eV Å⁻¹

The geometry in XYZ format:
```
135
Properties=species:S:1:pos:R:3:forces:R:3:mulliken_charge:R:1
C -6.4461 24.9984 -32.7572 0.84 -0.72 0.33 -1.128
C -5.6204 24.2876 -31.6290 -1.00 0.94 -0.25 -0.478
N -5.5182 22.8588 -31.6787 -1.20 -1.13 0.25 0.006
C -4.7255 22.2724 -32.7775 0.11 0.23 -0.11 -0.634
C -3.2789 22.5867 -32.6531 2.36 -0.46 -0.57 -1.033
C -5.1617 22.3192 -30.3264 0.86 -0.16 -1.85 -0.347
C -5.1124 20.8326 -30.4160 -0.11 -1.32 0.45 -1.330
H -6.1643 24.5788 -33.7229 -0.08 0.14 -0.12 0.285
H -6.2261 26.0659 -32.7633 0.10 -0.02 0.01 0.340
H -7.5239 24.8938 -32.6327 0.08 -0.26 0.11 0.284
H -4.6425 24.7536 -31.5078 0.32 0.34 -0.19 0.331
H -6.1622 24.5022 -30.7079 0.11 0.08 0.18 0.367
H -4.7810 21.1893 -32.8862 -0.52 -0.12 0.79 0.321
H -5.0165 22.5243 -33.7972 -0.79 0.93 0.31 0.331
H -2.7393 21.8620 -32.0434 -0.18 0.35 0.98 0.252
H -2.7131 22.3673 -33.5585 -0.39 0.21 -0.70 0.437
H -2.9907 23.6119 -32.4204 -0.27 -0.06 0.35 0.249
H -5.7957 22.6277 -29.4951 -0.26 0.47 -0.54 0.459
H -4.1250 22.5948 -30.1330 0.16 0.62 0.61 0.303
H -5.1681 20.3812 -29.4255 0.01 -0.01 0.10 0.390
H -4.1693 20.4943 -30.8453 -0.08 -0.09 -0.11 0.248
H -5.9343 20.4232 -31.0034 -0.05 0.04 -0.01 0.348
C -5.2958 13.8394 -32.2416 -0.78 1.27 -0.31 -1.271
C -4.3008 14.9638 -32.4858 1.94 -0.14 1.04 -0.526
N -2.9687 14.4977 -32.9933 -1.36 1.03 -1.17 0.106
C -2.2975 13.5516 -32.1618 0.85 0.01 -1.01 -0.738
C -1.7538 14.0609 -30.8566 0.67 -0.41 1.39 -1.128
C -2.1018 15.5535 -33.5690 -1.17 -0.84 0.74 -0.441
C -2.7143 16.0248 -34.8477 -0.64 0.71 -0.84 -1.323
H -5.6810 13.5205 -33.2101 0.25 -0.74 0.14 0.273
H -6.1471 14.3455 -31.7865 -0.24 -0.05 0.18 0.391
H -5.0281 13.0581 -31.5303 0.33 -0.07 -0.48 0.361
H -4.7567 15.7913 -33.0294 0.19 -0.47 -0.83 0.386
H -4.0850 15.4773 -31.5489 -0.13 0.02 0.71 0.343
H -2.9127 12.6536 -32.1042 0.08 -0.01 0.47 0.401
H -1.4600 13.3024 -32.8134 0.33 -0.58 0.28 0.426
H -1.0160 13.3980 -30.4046 -0.21 -0.82 -0.13 0.440
H -1.0922 14.9255 -30.9094 -0.66 0.63 -0.46 0.283
H -2.5100 14.1714 -30.0793 -0.08 0.42 -0.08 0.272
H -1.0945 15.1996 -33.7884 -0.10 -0.58 0.19 0.419
H -1.9596 16.3628 -32.8528 -0.01 0.46 0.09 0.296
H -1.9549 16.5493 -35.4278 -0.25 0.11 -0.26 0.389
H -3.5922 16.6599 -34.7293 0.28 0.56 0.37 0.290
H -3.1818 15.2333 -35.4333 0.72 -0.50 -0.03 0.351
C -17.4975 14.7724 -25.4748 0.23 1.00 0.33 -0.986
C -17.5132 14.5417 -23.9809 -1.00 -1.34 1.81 -0.851
N -18.4625 13.4469 -23.5314 2.30 -1.51 -0.28 0.078
C -17.9378 12.1300 -23.9725 0.16 0.19 0.15 -0.501
C -18.4234 10.9200 -23.1630 -0.40 0.67 0.59 -1.292
C -19.8864 13.5873 -23.6512 -0.18 0.30 0.65 -0.349
C -20.3539 14.8392 -22.9081 -0.36 -0.16 -1.63 -1.427
H -17.1950 13.9013 -26.0560 -1.01 -0.43 0.16 0.273
H -16.7374 15.4532 -25.8582 0.03 0.63 0.63 0.396
H -18.4693 15.2408 -25.6304 -0.08 -0.49 -1.13 0.238
H -16.5393 14.3083 -23.5507 0.09 -0.44 -0.24 0.411
H -17.8620 15.2958 -23.2755 0.17 1.15 -1.02 0.464
H -17.9982 12.0222 -25.0555 -0.55 -0.35 -0.31 0.357
H -16.8592 12.1143 -23.8164 0.11 0.50 0.19 0.368
H -17.5925 10.2425 -22.9664 -0.20 -0.21 -0.28 0.356
H -18.7030 11.3293 -22.1923 0.10 -0.02 0.27 0.346
H -19.3189 10.3846 -23.4786 0.21 -0.01 -0.50 0.312
H -20.3903 12.7850 -23.1121 0.37 -0.52 -0.06 0.348
H -20.2513 13.4986 -24.6745 -0.17 0.39 -0.43 0.384
H -21.4324 14.9325 -23.0358 -0.17 -0.22 0.54 0.433
H -20.0041 15.7004 -23.4773 0.45 0.37 0.67 0.337
H -20.0314 14.7500 -21.8707 -0.08 0.51 -0.13 0.303
C -14.9290 24.9740 -32.7490 -1.05 0.87 -0.13 -1.374
C -15.3605 24.8371 -31.2450 2.33 -1.80 -2.21 -0.381
N -15.4066 26.0527 -30.4966 0.07 -0.61 -0.58 0.099
C -14.9291 25.8423 -29.1533 -0.57 1.39 1.30 -0.430
C -13.5920 25.1742 -28.9273 -0.69 -0.09 -0.65 -1.343
C -16.7870 26.4929 -30.4729 0.29 1.33 0.18 -0.541
C -16.8556 27.9533 -30.0083 0.03 0.24 0.06 -1.345
H -14.1672 25.7442 -32.8696 0.04 0.04 0.30 0.336
H -15.7556 25.2759 -33.3923 -0.15 0.12 -0.06 0.301
H -14.5241 24.0738 -33.2114 -0.10 -0.30 0.45 0.414
H -16.2019 24.1511 -31.1476 -0.62 0.26 0.08 0.289
H -14.5199 24.1966 -30.9778 0.03 0.20 1.03 0.278
H -15.7042 25.3836 -28.5393 -0.30 -1.13 0.04 0.423
H -14.9484 26.7858 -28.6079 0.48 0.61 -0.51 0.340
H -12.8714 25.4213 -29.7068 0.06 0.21 0.10 0.320
H -13.8004 24.1073 -29.0072 0.68 -0.14 0.55 0.309
H -13.2509 25.5281 -27.9544 0.28 -0.58 -0.03 0.398
H -17.2190 26.4673 -31.4734 0.24 -0.16 -0.14 0.389
H -17.3451 25.7788 -29.8674 -0.51 0.11 0.34 0.446
H -16.0685 28.5269 -30.4976 -0.08 -0.12 -0.52 0.373
H -17.8141 28.4036 -30.2667 -0.02 0.01 0.16 0.394
H -16.6250 28.1617 -28.9636 -0.44 -0.48 0.23 0.305
C -17.4278 18.2594 -31.3206 1.43 0.15 -0.59 -1.274
C -16.4738 17.2332 -32.0035 -1.78 -0.33 -0.48 -0.415
N -16.8619 16.9545 -33.4450 0.97 0.42 0.11 0.017
C -18.0562 16.1568 -33.5452 -2.39 0.02 -0.72 -0.463
C -19.0161 16.3818 -34.8153 2.52 0.09 0.82 -1.236
C -15.7900 16.1910 -34.1210 1.19 0.80 1.38 -0.551
C -14.4862 17.0076 -34.2614 -0.19 -0.70 -1.38 -1.321
H -18.4595 17.9555 -31.1438 0.25 -0.38 0.02 0.330
H -17.4614 19.1832 -31.8982 0.02 0.02 -0.09 0.308
H -16.9095 18.4929 -30.3906 -0.47 0.11 0.32 0.390
H -15.4222 17.4809 -31.8591 -0.17 0.64 -0.69 0.383
H -16.5343 16.3343 -31.3900 -0.27 -0.70 -0.10 0.289
H -17.7468 15.1136 -33.6104 -0.40 -0.46 0.61 0.320
H -18.7674 16.3636 -32.7455 0.58 -0.33 0.63 0.386
H -19.9144 15.7647 -34.7944 0.12 0.10 0.24 0.369
H -19.2177 17.4511 -34.8779 -0.22 -0.14 -0.24 0.326
H -18.3626 16.0532 -35.6234 -0.51 0.28 -0.64 0.261
H -16.0272 15.7901 -35.1064 -0.59 0.48 -0.02 0.410
H -15.6173 15.3100 -33.5029 0.29 -0.47 0.15 0.386
H -13.8073 16.4331 -34.8915 0.11 -0.32 -0.02 0.416
H -13.8706 17.2574 -33.3972 -0.66 0.21 0.20 0.369
H -14.7299 17.8462 -34.9136 0.15 0.52 0.51 0.300
C -12.7806 12.4274 -29.8673 -0.79 0.59 -1.12 -0.525
C -13.1781 11.1556 -30.6307 -1.57 -0.35 2.19 -0.423
C -13.7635 10.3883 -29.4189 -0.08 -1.45 -0.63 -0.502
O -12.9025 10.6505 -28.3318 -0.94 -0.69 0.21 -0.381
C -12.4426 11.9460 -28.4603 2.33 1.08 -1.04 -0.391
H -13.5958 13.1388 -29.7354 -0.57 -0.28 -0.52 0.184
H -12.0912 12.9830 -30.5030 0.78 0.03 0.79 0.345
H -12.3588 10.5174 -30.9617 0.11 0.60 -0.51 0.269
H -13.9914 11.3280 -31.3356 0.49 -0.11 -0.43 0.295
H -13.7409 9.3081 -29.5632 0.11 -0.12 -0.10 0.300
H -14.8122 10.5871 -29.1980 -0.13 0.68 0.08 0.272
H -11.3548 11.8791 -28.4770 0.27 0.22 0.90 0.255
H -12.8010 12.6453 -27.7048 -0.02 -0.19 0.18 0.301
C -10.8184 18.3009 -29.1177 -1.44 1.04 0.75 -0.434
O -11.3587 17.7931 -27.8962 0.51 -1.13 0.28 -0.507
H -9.9843 18.9677 -28.8988 0.24 -0.20 -0.43 0.215
H -10.6068 17.5352 -29.8640 0.20 -0.17 0.50 0.200
H -11.6754 18.8838 -29.4550 0.44 0.46 -1.01 0.225
H -11.2204 18.4367 -27.1975 0.06 0.01 -0.08 0.300
C -9.0298 21.4310 -23.7984 1.31 0.02 -0.12 -0.588
O -9.9324 20.4108 -23.3658 0.21 0.85 -0.73 -0.484
H -9.3053 22.4717 -23.6278 -0.49 -0.11 0.54 0.268
H -8.0397 21.2487 -23.3805 0.06 0.18 0.62 0.270
H -8.7426 21.4444 -24.8498 -0.99 -0.81 -0.40 0.232
H -10.0113 20.5353 -22.4172 -0.11 -0.13 0.06 0.301
```
Positions in Å, forces in eV/Å.